The following is a quantum chemistry calculation of a 3-piece molecular cluster, C3H11NO2 overall at a distorted geometry, from OMol25.

Summary:
Charge: 0
Structure (SMILES): C=C(C)N.O.O
Relative energy (zero: lowest compared OMol25 entry of this formula, charge and spin): 182.3 kJ/mol

```
17
C3H11NO2 (wB97M-V/def2-TZVPD)
C -0.899 0.415 0.550
C 0.460 0.396 0.534
C 1.234 -0.474 1.474
N 1.131 1.141 -0.373
H -1.534 1.231 0.268
H -1.400 -0.265 1.297
H 2.042 0.106 2.019
H 1.979 -1.103 0.973
H 0.610 -1.102 2.136
H 1.967 0.886 -0.872
H 0.564 1.637 -1.010
O -2.540 0.967 -1.697
H -2.195 0.124 -1.860
H -2.147 1.412 -0.916
O 0.469 -1.636 -0.995
H -0.399 -1.239 -0.906
H 0.659 -2.498 -0.622
```